Density functional theory data (ωB97M-V with the def2-TZVPD basis set) for a cluster of 2 separate species, C5H8NO in total at a distorted geometry.

Computed properties:
- HOMO level (spin up / spin down): -12.059 / -9.461 eV
- Lowest unoccupied orbital energy (spin up / spin down): -4.57 / -6.67 eV
- Frontier orbital gap (spin up / spin down): 7.49 / 2.80 eV
- Energy above the lowest of the compared OMol25 structures with the same formula, charge and spin: 6.4154 eV

Structure (ORCA input):
```
! RIJCOSX wB97M-V def2-TZVPD def2/J DEFGRID3
* xyz 1 1
O 5.2548 -1.0673 -0.0834
N -1.9713 -1.2555 -0.2043
C -0.6094 -0.9490 -0.0891
C 3.3438 0.3704 0.4048
C 4.3656 -0.4263 0.1108
C -1.4744 -0.0550 0.4986
C 3.2643 1.6080 -0.3084
H -1.5120 -0.0667 1.5725
H 3.8409 1.8624 -1.2101
H -2.3717 -2.1924 0.2088
H -1.9847 0.8196 0.0335
H 2.5967 -0.0572 0.9930
H -2.5021 -1.0419 -1.1236
H 2.3232 2.1393 -0.2346
H 0.0640 -1.0851 -0.9362
*
```

---

Density functional theory data (ωB97M-V with the def2-TZVPD basis set) for the ion C5H8NO with charge +1 at a distorted geometry.

Computed properties:
- HOMO level: -14.380 eV
- Lowest unoccupied orbital energy: -5.95 eV
- Frontier orbital gap: 8.43 eV
- Energy above the lowest of the compared OMol25 structures with the same formula, charge and spin: 1.9214 eV

Structure (ORCA input):
```
! RIJCOSX wB97M-V def2-TZVPD def2/J DEFGRID3
* xyz 1 1
O -0.8937 0.5794 1.0449
N -0.4390 1.2230 -0.9941
C 0.1872 1.1179 0.2507
C -1.2569 -0.5804 0.6378
C 0.7525 -1.2615 -0.3186
C 1.2831 0.0804 0.1829
C -0.5680 -1.5542 -0.0607
H 2.2109 0.5663 -0.2828
H 1.2812 -2.0676 -0.6380
H -2.2748 -0.9041 1.1893
H -1.2168 1.9036 -0.8624
H -1.1613 -2.4805 -0.1734
H 0.0079 1.5148 -1.8412
H 0.4659 2.1826 0.6244
H 1.6219 -0.3196 1.2412
*
```

---

Density functional theory data (ωB97M-V with the def2-TZVPD basis set) for a cluster of 2 separate species, C5H8NO in total at a distorted geometry.

Computed properties:
- HOMO level: -14.876 eV
- Lowest unoccupied orbital energy: -5.77 eV
- Frontier orbital gap: 9.11 eV
- Energy above the lowest of the compared OMol25 structures with the same formula, charge and spin: 6.6627 eV

Structure (ORCA input):
```
! RIJCOSX wB97M-V def2-TZVPD def2/J DEFGRID3
* xyz 1 1
O -0.6177 -1.8618 -2.1336
N 0.4927 -2.1215 -1.7739
C 1.8443 0.7606 -0.3722
C -0.7194 0.1590 -0.4664
C -1.3222 -0.8707 0.5051
C 0.5848 0.5060 -0.3977
C 1.5523 -2.0345 -1.3680
H -1.3111 1.0242 -0.7211
H 2.0171 1.7239 0.0384
H 2.7578 0.4818 -0.6990
H -1.5691 -1.6949 -0.0209
H -2.1654 -0.4040 0.8942
H 2.5703 -2.1091 -1.0483
H -0.7421 -0.1494 -1.5795
H -0.6705 -1.0568 1.2348
*
```

---

Density functional theory data (ωB97M-V with the def2-TZVPD basis set) for a cluster of 2 separate species, C5H8NO2 in total at a distorted geometry.

Computed properties:
- HOMO level: -4.192 eV
- Lowest unoccupied orbital energy: 4.04 eV
- Frontier orbital gap: 8.23 eV
- Energy above the lowest of the compared OMol25 structures with the same formula, charge and spin: 1.9817 eV

Structure (ORCA input):
```
! RIJCOSX wB97M-V def2-TZVPD def2/J DEFGRID3
* xyz -1 1
O 0.1458 -0.1868 -1.4520
O 2.2218 0.0930 -0.6757
N -0.7213 1.9793 1.7728
C -2.1314 0.0401 1.3857
C -0.0684 1.8832 0.6767
C -1.6837 1.0568 2.1318
C 1.7439 -1.8783 -1.9369
C 1.3423 -0.5378 -1.3095
H -1.8140 -0.1671 0.3707
H 0.4394 0.9717 0.3703
H 0.0210 2.7760 0.0523
H 0.9534 -2.1660 -2.6315
H -2.0729 1.1811 3.1386
H 1.8574 -2.6972 -1.2246
H -2.9224 -0.5752 1.8037
H 2.6891 -1.7728 -2.4726
*
```

---

Density functional theory data (ωB97M-V with the def2-TZVPD basis set) for the molecule C5H8NO4 at a distorted geometry.

Computed properties:
- Expectation value of S²: 0.758
- HOMO level (spin up / spin down): -9.980 / -10.037 eV
- Lowest unoccupied orbital energy (spin up / spin down): 0.01 / -1.61 eV
- Frontier orbital gap (spin up / spin down): 9.99 / 8.43 eV
- Energy above the lowest of the compared OMol25 structures with the same formula, charge and spin: 0.0000 eV

Structure (ORCA input):
```
! RIJCOSX wB97M-V def2-TZVPD def2/J DEFGRID3
* xyz 0 2
O -2.3454 1.3341 -0.8712
O 1.0069 -0.2445 0.5617
O 2.3792 0.0252 -1.2460
O 3.1733 0.4328 0.7745
N 2.3247 0.1090 -0.0306
C -1.4440 -2.5688 -0.1309
C 0.2222 -0.6459 -0.5430
C -1.9590 -0.2559 0.5648
C -1.0977 -1.1344 0.0495
C -1.7867 1.2522 0.3453
H 0.0397 0.2141 -1.1996
H -2.2917 1.8514 1.1218
H -2.3943 -2.7107 -0.6692
H -0.6896 1.3669 0.3964
H -1.4953 -3.1278 0.8078
H 0.7361 -1.4281 -1.1082
H -2.9078 -0.5752 1.0103
H -0.6425 -2.9288 -0.7832
*
```

---

Density functional theory data (ωB97M-V with the def2-TZVPD basis set) for the ion C5H8NO4S with charge -1 at a distorted geometry.

Computed properties:
- HOMO level: -3.961 eV
- Lowest unoccupied orbital energy: 3.12 eV
- Frontier orbital gap: 7.08 eV
- Energy above the lowest of the compared OMol25 structures with the same formula, charge and spin: 2.0548 eV

Structure (ORCA input):
```
! RIJCOSX wB97M-V def2-TZVPD def2/J DEFGRID3
* xyz -1 1
S -1.6318 -2.1158 1.5773
O 0.5408 2.8398 -3.6101
O -0.4830 -2.7405 2.2712
O -2.5257 -1.3870 2.5010
O -0.2628 0.5753 -3.6450
N -0.7831 -0.7061 0.6910
C 0.0908 1.7890 -3.2632
C -0.1126 -0.9241 -0.5547
C -0.0190 -0.0388 1.7359
C 0.4958 0.3645 -1.2305
C -0.4653 1.0296 -2.1569
H -1.5271 1.1641 -1.7579
H -0.2174 1.0093 1.6733
H 1.4535 0.0971 -1.8969
H 0.7204 -1.7196 -0.2876
H 0.8315 1.0164 -0.4671
H -0.6971 -1.3650 -1.3064
H -0.4361 -0.3903 2.7294
H 1.0374 -0.2501 1.7583
*
```

---

Density functional theory data (ωB97M-V with the def2-TZVPD basis set) for a cluster of 2 separate species, C5H8NOS in total at a distorted geometry.

Computed properties:
- HOMO level (spin up / spin down): -13.298 / -13.298 eV
- Lowest unoccupied orbital energy (spin up / spin down): -4.96 / -4.96 eV
- Frontier orbital gap (spin up / spin down): 8.34 / 8.34 eV
- Energy above the lowest of the compared OMol25 structures with the same formula, charge and spin: 4.1198 eV

Structure (ORCA input):
```
! RIJCOSX wB97M-V def2-TZVPD def2/J DEFGRID3
* xyz 1 1
S 3.1356 0.5014 0.6563
O -1.2276 0.9962 0.1694
N 0.7239 -0.1302 0.0013
C 1.5627 -1.0796 -0.5834
C 1.4239 0.8385 0.6299
C -0.6596 -0.1335 -0.1845
C 2.8471 -0.8445 -0.2213
C -2.6606 0.8953 0.1529
H -1.2337 -1.4332 0.9892
H 1.0761 1.6872 1.1419
H 3.6931 -1.2317 -0.7330
H -0.9415 -0.6901 -1.1850
H -3.0513 1.2602 1.1058
H 1.2838 -1.8911 -1.2761
H -2.9582 1.4196 -0.6683
H -3.0137 -0.1646 0.0048
*
```

---

Density functional theory data (ωB97M-V with the def2-TZVPD basis set) for the molecule C5H8NPS at a distorted geometry.

Computed properties:
- HOMO level (spin up / spin down): -6.721 / -6.828 eV
- Lowest unoccupied orbital energy (spin up / spin down): 0.28 / 0.01 eV
- Frontier orbital gap (spin up / spin down): 7.00 / 6.84 eV
- Energy above the lowest of the compared OMol25 structures with the same formula, charge and spin: 6.0548 eV

Structure (ORCA input):
```
! RIJCOSX wB97M-V def2-TZVPD def2/J DEFGRID3
* xyz 0 1
S -0.4175 1.8243 -0.1311
P -2.4054 0.7063 -2.7337
N -0.9441 0.0783 -1.9632
C 0.6003 -0.9368 1.2262
C 0.0187 1.3336 1.4869
C 0.5996 0.1699 1.8801
C -0.1332 0.4191 -0.9989
C 1.6595 -1.9731 1.1100
H -0.6677 -0.7626 -2.3900
H -2.4783 1.9242 -2.0217
H -2.2087 1.4970 -3.8540
H 1.9702 -1.8977 0.1166
H 2.4351 -1.7798 1.7889
H -0.0290 2.1645 2.1875
H 0.7651 0.1519 2.9292
H 1.2354 -2.9189 1.3671
*
```

---

Density functional theory data (ωB97M-V with the def2-TZVPD basis set) for a cluster of 2 separate species, C5H8O in total.

Computed properties:
- HOMO level: -8.154 eV
- Lowest unoccupied orbital energy: 0.39 eV
- Frontier orbital gap: 8.54 eV
- Energy above the lowest of the compared OMol25 structures with the same formula, charge and spin: 6.3296 eV

Structure (ORCA input):
```
! RIJCOSX wB97M-V def2-TZVPD def2/J DEFGRID3
* xyz 0 1
O 0.3813 -1.5922 0.2909
C 0.6346 0.7351 0.2243
C -0.2670 1.0027 1.2481
C -0.9103 -1.1459 -0.0468
C -0.9483 0.3629 0.1794
C 1.3051 -0.5843 -0.0675
H 0.0771 1.1852 -1.3235
H -1.6198 -1.6874 0.5863
H -0.5028 1.9413 1.7309
H 0.8446 1.5521 -0.6501
H -1.6227 0.9368 -0.4792
H 2.1962 -0.7292 0.5477
H 1.5726 -0.6340 -1.1348
H -1.1405 -1.3430 -1.1057
*
```

---

Density functional theory data (ωB97M-V with the def2-TZVPD basis set) for the molecule C5H8O.

Computed properties:
- SMILES string: O=CCC1CC1
- HOMO level: -9.716 eV
- Lowest unoccupied orbital energy: 1.10 eV
- Frontier orbital gap: 10.82 eV
- Energy above the lowest of the compared OMol25 structures with the same formula, charge and spin: 1.7565 eV

Structure (ORCA input):
```
! RIJCOSX wB97M-V def2-TZVPD def2/J DEFGRID3
* xyz 0 1
O 2.1713 1.5212 -0.7164
C -1.4413 -0.9506 -0.0197
C 2.0073 0.4270 -0.2376
C -1.4506 0.5450 -0.2293
C 0.9820 0.0996 0.8203
C -0.1575 -0.1980 -0.1494
H -1.7688 1.1528 0.6143
H -1.6585 -1.5842 -0.8747
H 2.4669 -0.4831 -0.6802
H 0.8104 0.9740 1.4537
H -1.7882 -1.3411 0.9314
H -1.7076 0.9633 -1.1961
H 1.2816 -0.7629 1.4295
H 0.2529 -0.3629 -1.1457
*
```

---

Density functional theory data (ωB97M-V with the def2-TZVPD basis set) for a cluster of 2 separate species, C5H8O in total.

Computed properties:
- SMILES string: OC1=CC=CC1.[H][H]
- HOMO level: -7.977 eV
- Lowest unoccupied orbital energy: 0.86 eV
- Frontier orbital gap: 8.84 eV
- Energy above the lowest of the compared OMol25 structures with the same formula, charge and spin: 2.0088 eV

Structure (ORCA input):
```
! RIJCOSX wB97M-V def2-TZVPD def2/J DEFGRID3
* xyz 0 1
O 1.4622 -1.6785 0.5948
C 0.6629 -0.5948 0.4669
C -1.3171 0.6016 0.1073
C -0.2890 1.4569 0.2483
C 0.9575 0.7207 0.4774
C -0.8149 -0.8025 0.3106
H -1.2163 -1.2240 1.2422
H -0.3474 2.5389 0.1832
H -1.0623 -1.5033 -0.4946
H -0.3126 0.1228 -2.1534
H 2.3748 -1.3765 0.6949
H 0.3146 -0.2788 -2.1822
H 1.9381 1.1669 0.6070
H -2.3505 0.8507 -0.1024
*
```

---

Density functional theory data (ωB97M-V with the def2-TZVPD basis set) for the molecule C5H8O.

Computed properties:
- SMILES string: C=C(C)CC=O
- HOMO level: -9.373 eV
- Lowest unoccupied orbital energy: 0.94 eV
- Frontier orbital gap: 10.31 eV
- Energy above the lowest of the compared OMol25 structures with the same formula, charge and spin: 1.1485 eV

Structure (ORCA input):
```
! RIJCOSX wB97M-V def2-TZVPD def2/J DEFGRID3
* xyz 0 1
O 0.5353 -0.7483 2.4765
C -0.5770 0.5109 0.7311
C -0.5236 -0.0041 -1.7964
C -0.0079 0.2690 2.1191
C 1.3200 -0.7423 -0.2998
C 0.1435 -0.1343 -0.4430
H -0.6246 1.0539 -2.0711
H -1.5322 -0.4378 -1.8529
H -1.6066 0.1168 0.7691
H 1.7745 -1.2850 -1.1251
H -0.1495 1.1035 2.8418
H 0.0889 -0.4809 -2.5685
H -0.6984 1.5945 0.5946
H 1.8169 -0.7885 0.6621
*
```